Entry 1:
74
Properties=species:S:1:pos:R:3:forces:R:3:lowdin_charge:R:1 method="wB97M-V/def2-TZVPD" charge=+1 homo_energy_ha="-0.416 / -0.416" spin_multiplicity=5 homo_lumo_gap_ev="8.76 / 5.77" e_tot_ha=-2370.85029 relative_energy_ev=0.135
C -0.585 -2.103 3.168 -0.02 0.01 0.02 -0.042
H -0.144 -0.088 2.594 0.00 -0.01 -0.01 0.108
O -1.481 1.276 0.982 -0.07 -0.05 -0.10 -0.213
O -3.030 -4.042 -4.133 0.14 0.06 -0.02 -0.307
N 4.188 -1.311 -0.224 0.05 -0.02 0.00 -0.155
N 0.825 2.518 0.620 -0.08 0.13 -0.04 0.018
N 3.416 -0.109 -2.051 -0.12 0.08 0.06 -0.155
H 2.695 2.585 -0.219 0.05 -0.02 -0.05 0.078
C 1.361 5.000 1.728 -0.01 0.00 0.00 -0.025
H -1.098 -4.192 3.339 0.00 -0.01 0.00 0.121
C -0.089 -0.759 -4.417 -0.05 0.06 -0.03 -0.057
O -2.543 -4.548 -1.793 0.24 0.05 0.14 -0.331
C -3.201 0.486 -1.770 0.15 -0.11 -0.03 -0.270
C 1.989 3.128 0.390 0.00 0.00 0.09 -0.122
C -3.630 -1.256 -3.384 0.00 0.19 -0.17 -0.010
H 2.632 -1.452 -3.481 -0.01 0.01 -0.02 0.075
H 4.600 -2.818 1.136 -0.01 -0.01 0.00 0.097
H -0.168 0.959 -3.148 0.02 -0.04 -0.02 0.103
H -2.965 2.488 -2.158 0.06 -0.07 -0.11 0.135
C 3.267 -0.444 -0.726 -0.12 -0.30 0.01 -0.434
H -0.633 -1.882 4.224 0.00 0.00 0.00 0.114
C 3.592 -1.166 -3.040 0.06 -0.04 -0.03 -0.032
O -4.866 -4.182 -2.503 0.16 -0.20 0.01 -0.255
C -3.273 -0.480 -0.713 0.03 0.00 0.04 0.010
H 3.250 4.825 0.703 0.00 0.00 -0.01 0.114
H -0.118 -2.712 -5.347 0.01 -0.01 -0.01 0.130
N -0.189 -0.768 -2.019 0.09 0.11 -0.10 0.009
H 2.405 -0.180 0.975 0.00 -0.01 -0.08 0.051
H 5.871 -2.325 -0.989 0.00 0.00 0.00 0.096
H 6.231 -1.001 0.130 0.00 0.00 0.00 0.097
H -3.524 0.810 -3.894 0.05 0.02 0.00 0.127
H 4.030 -2.044 -2.575 -0.04 0.00 -0.03 0.085
C -3.498 -2.210 -2.358 0.26 -0.40 -0.08 -0.191
H 1.572 5.971 2.156 0.00 0.00 0.01 0.120
C 5.572 -1.322 -0.680 0.02 0.02 0.01 -0.040
H -0.227 -3.906 -3.199 -0.01 -0.04 0.00 0.128
N 2.274 0.004 -0.014 0.08 0.23 0.03 0.065
C -1.382 2.398 1.623 0.10 0.14 -0.01 -0.605
H 1.878 1.364 -2.118 0.09 0.00 -0.04 0.029
H -0.597 -3.792 -1.082 -0.17 -0.01 0.02 0.118
C -0.071 3.128 1.403 -0.04 -0.04 0.00 -0.182
C -0.109 -2.157 -4.419 -0.01 -0.04 0.09 -0.027
N -2.808 1.742 -1.498 -0.72 -0.29 0.18 0.208
C -0.434 -2.534 0.468 -0.13 0.03 0.39 -0.293
C -0.156 -2.828 -3.226 -0.07 0.00 -0.05 0.006
H -3.807 -1.607 -4.392 0.06 0.01 0.00 0.134
Rh 0.082 0.557 -0.328 0.39 0.04 0.46 1.140
H 2.773 1.097 -3.618 0.00 -0.02 0.02 0.095
O -2.232 2.893 2.330 -0.06 0.01 -0.02 0.091
C -0.840 -3.381 2.671 0.01 0.02 -0.02 -0.034
H 2.916 -2.287 1.124 0.00 -0.01 0.01 0.085
H -3.161 -0.142 0.307 0.04 0.05 0.04 0.113
H -0.980 -4.574 0.894 0.00 0.00 -0.01 0.127
H 5.696 -0.641 -1.516 0.01 -0.01 0.02 0.089
H 4.167 -1.287 1.903 0.01 0.00 -0.01 0.100
C 3.950 -1.949 1.057 0.00 -0.01 -0.01 -0.044
H -2.754 1.990 -0.515 0.21 0.03 0.01 0.098
H -3.466 -2.552 -0.236 0.05 0.01 0.00 0.133
C 2.867 1.146 -2.534 -0.02 0.00 0.04 -0.060
C -0.141 -0.124 -3.208 -0.03 -0.02 -0.09 -0.176
C 0.157 4.365 1.979 0.03 0.00 0.02 0.022
H 3.534 1.977 -2.295 -0.02 0.02 0.01 0.091
C -0.770 -3.601 1.319 0.02 -0.01 -0.04 0.013
N -0.333 -2.836 -0.873 0.18 -0.30 -0.14 0.149
H -0.067 -0.186 -5.333 0.00 -0.01 0.00 0.116
S -3.453 -3.955 -2.758 -0.56 0.36 0.06 0.419
C -0.200 -2.105 -2.019 -0.16 0.23 -0.23 -0.287
C -3.424 -1.799 -1.013 -0.09 0.16 0.13 -0.022
C -0.302 -1.107 2.268 0.00 -0.01 0.05 -0.124
H -0.614 4.791 2.605 0.00 0.00 0.00 0.129
C -3.472 0.069 -3.105 -0.05 0.07 -0.12 0.007
N -0.225 -1.309 0.940 -0.03 0.00 -0.22 0.032
H 4.257 -0.829 -3.835 0.01 -0.01 0.00 0.100
C 2.295 4.368 0.920 0.00 -0.01 0.00 -0.034



Entry 2:
65
Properties=species:S:1:pos:R:3:forces:R:3:lowdin_charge:R:1 method="wB97M-V/def2-TZVPD" homo_energy_ha=-0.192 homo_lumo_gap_ev=2.16 e_tot_ha=-1499.33264 relative_energy_ev=2.608
H 5.885 0.743 -1.455 -0.10 0.03 -0.19 0.121
C 1.368 -2.243 -1.197 -0.13 0.00 -0.05 -0.071
H -1.578 3.432 -2.013 -0.04 0.00 0.01 0.080
H -3.421 0.237 1.053 0.16 -0.24 -0.20 0.113
H -5.827 -5.592 0.819 0.10 0.23 -0.07 0.126
C 0.247 4.832 4.349 -0.09 0.40 -0.57 -0.105
H -1.769 1.244 -3.088 0.16 0.05 -0.04 0.113
H -1.197 3.523 0.741 0.06 -0.23 -0.05 0.116
H 1.173 3.137 5.332 -0.22 -0.07 -0.08 0.127
H 6.916 2.713 -2.549 0.09 0.10 0.02 0.068
H 0.186 3.314 -1.986 -0.05 -0.08 0.10 0.086
C 1.521 -1.664 -2.615 -0.19 0.35 0.37 -0.398
O -5.092 -3.857 -0.088 1.00 0.38 1.03 0.017
H 0.896 -3.237 -1.273 0.15 0.17 0.29 0.064
C -1.268 1.491 1.500 -0.18 -0.50 0.51 -0.020
C 5.591 1.028 -2.473 -0.59 0.12 -0.10 -0.234
C 0.175 3.456 5.008 0.09 -0.18 0.65 -0.094
H -0.526 2.177 -3.985 -0.13 -0.09 0.25 0.120
O 4.159 0.964 -2.621 0.82 0.13 0.17 -0.025
O 4.386 -1.204 -2.161 -0.20 0.23 0.17 0.012
C 1.458 0.848 -3.016 1.17 -0.82 0.04 -0.461
H -0.459 3.495 5.898 0.03 -0.13 -0.10 0.123
O 0.131 0.608 -2.780 -1.62 1.28 0.03 -0.070
C 2.199 -0.331 -2.589 1.00 1.01 -0.59 -0.054
H -4.328 -5.323 2.591 0.16 0.14 -0.08 0.127
H -0.529 0.589 4.741 0.11 0.08 -0.28 0.129
H 6.068 0.341 -3.179 -0.05 0.03 0.19 0.122
H 0.532 -1.434 -3.043 0.26 -0.67 0.25 0.126
H -1.951 -3.308 3.053 -0.01 0.10 -0.34 0.133
C -3.491 -3.591 1.584 -0.18 0.75 -0.20 -0.138
H -4.476 -5.848 -0.294 -0.08 0.26 -0.02 0.128
H -2.990 -5.688 1.499 -0.09 0.09 0.02 0.128
H 0.739 -1.576 -0.587 0.18 -0.22 -0.09 0.060
H 1.267 5.221 4.301 -0.14 -0.07 -0.15 0.125
C -3.860 -5.041 1.640 0.08 -0.40 0.47 -0.092
C -1.042 2.847 1.572 0.16 0.78 0.63 0.027
C -1.231 -0.796 2.494 -1.40 -0.16 1.08 0.086
C -4.207 -1.602 0.321 -0.44 -0.47 0.04 0.034
H -4.842 -1.192 -0.461 0.05 0.18 0.37 0.131
C 3.643 -0.256 -2.442 -0.89 -0.86 0.00 -0.473
C 2.275 -2.663 -3.492 -0.04 0.18 -0.08 -0.072
H -1.587 1.051 0.558 0.26 0.11 0.15 0.104
C -0.740 2.738 -1.915 0.26 0.30 0.11 -0.077
H 5.203 3.113 -2.238 0.18 -0.04 -0.09 0.081
H 1.808 -3.649 -3.397 0.17 -0.04 -0.15 0.067
H -0.780 2.270 -0.928 0.02 -0.02 -0.33 0.031
C -4.860 -5.199 0.497 -0.24 0.10 -0.52 -0.097
C -1.060 0.626 2.619 0.24 0.81 -0.59 -0.197
C -2.563 -2.844 2.276 0.05 -0.49 -0.67 0.048
O -0.245 4.691 2.963 -0.08 -1.01 0.55 0.006
H 2.371 -2.322 -0.742 -0.45 -0.09 -0.09 0.081
C -2.371 -1.460 1.962 0.02 0.16 -0.11 -0.184
O 1.854 1.882 -3.533 -0.62 -0.01 0.37 0.064
H -0.536 -1.433 3.073 -0.51 0.36 -0.20 0.136
C 5.885 2.464 -2.796 0.31 0.32 -0.18 -0.082
H 3.322 -2.670 -3.164 -0.40 -0.36 -0.25 0.066
C -0.377 2.572 3.928 -0.31 0.06 -1.07 -0.137
H -0.376 5.581 4.843 -0.02 -0.13 -0.14 0.123
C -0.639 1.215 3.854 0.46 -0.01 -0.28 0.045
C -3.365 -0.847 1.104 0.68 -0.07 0.02 0.018
C -4.276 -2.985 0.567 0.23 -0.60 0.04 -0.185
C -0.783 1.717 -3.021 0.57 -0.87 -0.42 -0.215
C -0.576 3.383 2.782 0.15 -0.27 0.22 -0.195
H 2.221 -2.324 -4.531 0.10 -0.20 0.03 0.081
H 5.735 2.636 -3.867 -0.04 0.09 0.21 0.081



Entry 3:
76
Properties=species:S:1:pos:R:3:forces:R:3:lowdin_charge:R:1 method="wB97M-V/def2-TZVPD" charge=-2 homo_energy_ha=-0.053 homo_lumo_gap_ev=4.85 e_tot_ha=-5163.67302
H -0.459 1.557 5.519 -0.02 0.02 0.02 0.111
C 1.564 3.340 -6.083 -0.05 0.02 0.03 -0.097
C 4.041 -2.339 -3.011 -0.04 0.02 0.03 -0.102
C -0.582 -2.032 4.028 -0.07 -0.07 -0.04 -0.715
H 4.741 -2.268 -3.833 0.00 0.00 0.00 0.090
C 1.263 2.654 -4.922 0.17 -0.13 -0.07 0.005
C 2.279 -2.551 -0.849 -0.07 0.19 -0.15 -0.195
H -4.419 -2.836 1.637 0.01 0.00 -0.01 0.131
C -0.424 2.432 4.866 0.10 -0.07 0.04 -0.208
H 0.433 4.376 -1.600 -0.12 0.05 0.00 0.064
H 4.137 1.467 -7.349 0.01 0.00 -0.02 0.095
Rb -0.934 -0.368 0.427 0.84 0.24 -0.09 0.826
O -0.190 -2.179 5.196 -0.02 -0.09 0.18 -0.051
H 3.398 -4.295 -0.318 0.01 0.00 0.00 0.097
H -4.295 -1.680 3.844 0.08 0.06 -0.07 0.125
C -4.028 -0.275 2.204 0.07 -0.07 0.18 -0.703
C -3.459 -3.298 1.888 0.01 -0.10 0.01 -0.184
H -1.268 -3.810 3.056 0.01 0.00 0.02 0.112
C 2.845 -0.258 -3.767 -0.18 0.11 0.13 -0.222
H 1.062 5.104 -0.079 0.02 -0.04 0.03 0.075
H -2.935 -1.752 0.251 -0.35 -0.22 -0.07 -0.011
N 3.563 -0.052 -4.925 -0.17 0.09 0.15 0.166
C -1.742 -2.961 3.565 0.05 -0.05 0.10 -0.127
C 3.021 -1.383 -2.849 -0.02 0.12 -0.09 -0.059
O -0.110 -1.257 3.155 -0.04 0.11 -0.23 -0.143
O 1.376 -2.528 0.151 0.21 -0.02 -0.08 -0.086
H 2.649 -3.218 1.630 -0.01 -0.04 0.04 0.104
H 4.275 -0.652 -5.297 -0.01 0.00 -0.01 0.143
H -2.813 -0.731 3.908 -0.01 0.00 -0.02 0.113
H -0.473 4.206 -0.068 -0.02 0.08 -0.02 0.050
N -2.668 -2.347 2.641 0.06 0.00 -0.11 -0.181
H -3.685 -4.208 2.477 0.02 0.04 -0.06 0.120
C -0.104 1.943 3.440 0.07 0.00 0.01 -0.303
H -2.167 2.295 -1.640 0.10 -0.08 0.03 -0.126
H -2.294 3.076 5.811 0.01 -0.01 0.01 0.104
H 1.416 -4.390 1.062 0.00 0.00 0.07 0.098
C 2.592 2.915 -6.938 0.05 0.03 -0.11 -0.122
H 0.939 -2.955 2.057 0.01 -0.07 0.04 0.070
C 3.051 1.097 -5.507 0.07 0.04 -0.15 -0.191
H -1.803 2.988 -3.156 0.11 0.02 0.07 -0.147
H 0.359 3.090 5.246 -0.03 0.01 0.00 0.100
Br 5.532 -4.653 -2.319 0.08 -0.08 -0.01 0.681
H 2.790 3.483 -7.840 0.01 -0.01 -0.01 0.087
H -1.788 -4.124 0.800 -0.03 0.01 0.03 0.105
C -1.345 2.340 -2.379 -0.22 -0.09 -0.33 -0.609
H 0.770 2.401 2.976 0.02 0.03 0.06 0.087
C -2.765 -3.665 0.587 -0.01 -0.17 0.01 -0.259
N 1.667 1.965 -0.223 0.33 -0.03 0.45 0.160
C -3.459 -1.296 3.229 -0.18 0.09 0.13 -0.114
C 1.192 3.009 -0.285 -0.19 -0.16 -0.34 -0.287
H -2.250 -3.367 4.460 0.06 0.07 -0.04 0.116
H 1.127 0.108 -2.174 0.09 -0.02 -0.12 0.045
C -2.591 2.433 3.758 -0.10 -0.09 0.05 -0.316
I -1.797 0.365 -3.445 0.02 0.19 0.06 0.381
C 3.354 1.789 -6.675 -0.02 0.00 0.04 -0.045
H 0.010 0.856 3.401 -0.02 -0.04 -0.03 0.055
H -3.516 2.909 3.439 0.02 0.06 0.03 0.100
H -1.675 4.183 4.576 0.00 -0.03 0.02 0.097
H -2.824 1.399 4.008 -0.01 -0.04 0.02 0.079
O -2.579 -2.538 -0.231 -0.15 0.06 -0.02 -0.178
C 1.615 -3.339 1.295 0.00 0.04 -0.12 -0.038
C 3.282 -3.481 -1.019 0.00 -0.05 0.07 -0.059
H -3.363 -4.416 0.045 0.03 0.05 0.07 0.110
C -1.789 3.131 4.845 -0.04 0.10 0.01 -0.242
C 4.155 -3.362 -2.109 -0.23 0.19 0.05 -0.697
H 0.991 4.218 -6.352 -0.01 0.00 0.00 0.093
S -1.472 2.407 2.356 0.00 0.07 -0.15 0.890
O -3.471 -0.247 1.074 -0.44 -0.14 -0.12 -0.209
C 2.129 -1.480 -1.777 0.10 -0.19 0.15 -0.187
C 2.037 1.529 -4.647 -0.16 0.02 0.21 -0.203
O 1.145 -0.647 -1.525 -0.15 0.00 0.05 -0.054
O -1.255 3.850 1.998 0.03 0.13 0.02 -0.541
C 0.515 4.270 -0.520 0.06 0.09 -0.02 -0.091
H 0.468 2.918 -4.234 -0.07 0.04 0.04 0.079
O -4.935 0.460 2.618 -0.06 0.04 0.14 -0.036
N 1.943 0.673 -3.572 0.38 -0.31 -0.18 0.173



Entry 4:
73
Properties=species:S:1:pos:R:3:forces:R:3:lowdin_charge:R:1 method="wB97M-V/def2-TZVPD" homo_energy_ha="-0.182 / -0.184" homo_lumo_gap_ev="4.59 / 4.82" e_tot_ha=-4345.06933 relative_energy_ev=0.147
N -0.549 -3.056 -2.320 0.23 -0.13 0.02 0.037
C -0.209 -2.818 4.813 -0.01 -0.01 -0.02 -0.070
C 0.500 2.340 0.489 0.03 0.10 0.01 0.049
N 1.113 -0.908 -2.075 0.20 -0.11 -0.24 0.004
N -0.968 -1.016 0.038 -0.25 -0.10 -0.31 -0.064
H -3.730 0.507 -2.652 -0.01 0.01 0.07 -0.001
C 0.351 5.880 0.015 0.02 -0.01 0.01 -0.041
C -0.216 -1.321 2.770 0.07 0.09 0.09 -0.172
H -0.575 2.089 -3.140 0.01 0.03 0.01 0.064
H 3.087 5.936 -0.244 0.00 0.01 0.00 0.086
H 2.436 3.854 1.889 0.00 -0.01 0.00 0.087
H 2.158 5.590 2.008 0.00 0.01 0.01 0.086
C 1.724 -1.329 4.344 0.00 0.01 0.01 -0.048
C 2.164 -0.023 -2.049 -0.20 0.11 0.07 -0.084
C -0.085 1.166 -0.036 0.07 0.02 0.11 -0.210
F -4.380 -1.325 -4.008 0.01 -0.04 -0.07 0.132
N -0.440 1.102 -1.339 -0.28 -0.37 -0.05 -0.113
H -1.556 -0.430 4.997 -0.01 0.00 0.00 0.092
H 0.785 6.814 0.376 0.01 0.01 0.00 0.086
C 1.638 -2.085 -2.322 0.11 0.36 0.09 -0.276
H -2.117 -4.529 -2.484 0.03 0.00 0.01 0.105
H -0.572 5.694 0.565 0.00 -0.01 0.01 0.094
H -2.592 1.685 -2.042 -0.02 0.02 -0.07 -0.005
C 1.710 4.646 1.694 0.01 0.01 0.01 -0.066
F -3.038 -3.032 -4.117 -0.06 0.02 -0.02 0.088
H -0.175 0.633 4.725 0.00 0.00 -0.01 0.077
N 2.985 -2.007 -2.453 -0.17 -0.04 -0.01 0.126
H -1.719 -2.944 0.193 0.00 0.00 0.04 0.090
H -1.290 -2.963 4.775 -0.01 0.00 0.00 0.088
F -4.957 -3.226 -3.168 -0.05 0.00 0.07 0.138
F -4.359 -1.404 -1.323 0.03 0.03 0.02 0.004
C -1.067 -4.328 -2.508 -0.19 0.20 0.02 -0.095
C 0.039 -0.170 2.073 0.02 -0.01 0.04 0.030
H 2.038 -1.432 5.385 0.00 0.00 0.01 0.084
H 2.415 5.119 -1.655 0.00 0.00 -0.02 0.078
H 0.767 2.358 1.534 -0.01 -0.01 -0.01 0.095
C -0.069 -5.212 -2.732 0.13 -0.16 -0.03 -0.053
C 0.199 -1.464 4.232 0.00 0.01 -0.01 -0.561
W -1.297 -0.778 -2.064 0.44 0.03 0.48 1.119
C -1.213 -2.166 0.742 0.01 -0.01 0.00 -0.104
C 2.624 5.010 -0.591 -0.01 0.00 0.02 -0.044
H 0.547 0.648 2.564 0.00 0.01 -0.02 0.104
C -0.870 -2.344 2.048 -0.06 -0.05 -0.13 -0.007
H 0.268 -3.644 4.283 0.00 0.00 0.00 0.085
F -3.157 -3.181 -1.303 0.02 -0.07 -0.07 -0.057
H 2.066 -0.358 3.984 0.00 0.01 0.00 0.077
H -0.183 -0.455 6.115 0.00 0.00 0.01 0.084
C -0.470 -0.361 5.065 0.01 0.01 -0.01 -0.046
C 3.325 -0.687 -2.282 0.15 -0.01 0.01 -0.056
H 0.094 6.014 -1.036 -0.01 0.00 -0.02 0.079
C -0.251 2.200 -2.114 -0.08 -0.10 -0.06 -0.159
H -0.085 -6.269 -2.924 -0.01 0.00 0.00 0.119
H 0.831 4.473 2.317 -0.01 0.00 0.00 0.089
C 0.718 3.439 -0.296 0.01 -0.02 0.08 -0.166
H 0.447 4.171 -2.334 0.00 0.01 -0.02 0.113
H -1.121 -3.286 2.512 -0.01 -0.02 -0.01 0.102
H 2.022 -4.854 -2.837 0.02 0.01 0.01 0.158
Se -1.035 -0.390 -4.360 -0.05 0.12 -0.08 0.139
H -3.385 0.589 -0.913 0.03 0.11 -0.01 0.017
C 0.316 3.346 -1.651 0.00 -0.01 -0.02 -0.013
C -2.950 0.668 -1.912 0.00 -0.06 -0.27 -0.266
C 1.346 4.727 0.213 0.01 0.02 0.01 -0.561
N 1.100 -4.491 -2.682 -0.06 0.16 -0.01 0.123
H 3.346 4.201 -0.468 0.00 -0.01 0.01 0.089
H 2.024 1.029 -1.878 0.00 0.01 0.00 0.104
H 4.344 -0.349 -2.341 -0.01 0.01 0.00 0.117
H 3.624 -2.749 -2.673 -0.02 -0.03 0.02 0.157
C -3.922 -2.382 -3.340 0.02 -0.01 -0.10 -0.629
C -0.335 -0.015 0.726 0.11 0.06 0.11 -0.204
H 2.226 -2.100 3.756 0.00 -0.01 -0.01 0.089
H 0.098 -2.873 5.858 0.01 0.01 0.01 0.085
C 0.764 -3.206 -2.441 -0.33 -0.28 -0.01 -0.265
C -3.300 -1.963 -1.993 0.11 0.06 0.24 -0.432